(1)
One molecule with the formula C12H14O5 in a non-equilibrium geometry, computed with ωB97M-V/def2-TZVPD.

The HOMO energy comes out at -8.248 eV. For the energy relative to the best compared isomer or geometry (same formula, charge and spin), the calculation gives 460.41 kJ/mol. The total charge is 0. Its frontier orbital gap is 8.78 eV. The LUMO energy is 0.53 eV. As for the SMILES: COC(=O)C1=C(C)[C@@H]2O[C@@H]2[C@H]2C[C@]12C(=O)OC. The calculation puts the total energy at -841.60011 Eh.

The geometry in XYZ format:
```
31
Properties=species:S:1:pos:R:3:forces:R:3:mulliken_charge:R:1
C -2.21153 1.11056 2.54325 -2.752 1.466 0.194 -0.770
O -0.98538 1.01814 1.90191 0.326 0.160 -2.810 -0.219
C -1.08550 1.31604 0.53698 -2.173 -0.121 -1.057 -0.385
O -2.06816 1.86763 -0.02066 3.102 -1.539 2.463 -0.585
C -0.03043 0.62331 -0.29897 1.271 0.451 -0.456 -0.077
C 1.02466 1.29971 -0.86011 -1.373 -0.146 0.363 1.168
C 1.31102 2.77649 -0.56094 -0.247 0.686 0.763 -1.368
C 1.90389 0.55775 -1.83548 -1.750 -2.817 -0.082 -0.289
O 1.48880 0.46750 -3.19950 0.248 -0.182 -0.292 -0.465
C 1.16691 -0.73177 -2.50561 0.991 1.858 0.008 -0.349
C -0.32512 -0.88213 -2.30968 -0.144 1.214 0.708 -0.884
C -1.51875 -1.31269 -1.42208 2.369 -1.543 -0.243 -0.511
C -0.23235 -0.85232 -0.72224 -2.317 1.051 2.780 0.876
C 0.33477 -1.99951 0.23984 1.303 -1.794 -4.146 0.634
O 0.24117 -3.20072 -0.15347 0.104 4.270 2.468 -0.624
O 1.08444 -1.55375 1.33048 -2.267 0.511 -5.968 -0.165
C 0.89147 -2.31681 2.42008 1.471 1.344 4.069 -0.731
H -2.51639 2.16296 2.69288 0.274 -0.187 -0.222 0.304
H -2.15230 0.72710 3.54323 0.281 -0.716 0.241 0.295
H -3.08242 0.69053 1.95251 1.214 -0.007 0.634 0.299
H 2.19102 3.13152 -1.14846 -0.796 -0.198 0.393 0.352
H 0.41891 3.49182 -0.72633 1.316 -1.327 0.010 0.296
H 1.57761 2.89450 0.53782 -0.226 -0.143 -1.244 0.325
H 2.98734 0.52005 -1.64553 -0.509 0.074 -0.257 0.481
H 1.69637 -1.61122 -2.71351 1.327 -0.816 -0.437 0.639
H -0.75529 -0.06165 -2.87278 0.448 1.190 0.963 0.285
H -2.30896 -0.59763 -1.28465 -0.287 0.231 -0.960 0.295
H -1.73615 -2.35714 -1.60519 -0.291 -0.132 1.373 0.344
H 1.81440 -1.93890 2.94204 -0.906 -1.416 0.755 0.240
H 0.03489 -1.86454 2.94061 -0.037 -0.745 0.292 0.240
H 0.84109 -3.37482 2.30351 0.029 -0.678 -0.304 0.352
```
Positions in Å, forces in eV/Å.

***

(2)
C12H15BCl2N6O2Sn as an isolated structure in a non-equilibrium geometry, computed with ωB97M-V/def2-TZVPD.

The HOMO energy (alpha / beta) comes out at -21.778 / -21.776 eV. The total charge is +4. Its frontier orbital gap (alpha / beta) is 2.08 / 2.07 eV. The LUMO energy (alpha / beta) is -19.70 / -19.71 eV. The calculation puts the total energy at -2102.94114 Eh.

The geometry in XYZ format:
```
39
Properties=species:S:1:pos:R:3:forces:R:3:mulliken_charge:R:1
C -0.09184 1.98972 2.14636 0.245 -1.203 -1.362 -0.074
N -0.06202 1.40689 0.92938 0.956 -0.704 1.892 0.068
N -0.69626 2.23875 0.02811 -0.656 0.912 -0.603 0.122
C -1.11530 3.33463 0.67873 0.086 -0.615 -1.187 -0.018
C -0.76109 3.21198 2.01698 -0.252 0.679 0.318 -0.921
B -0.99401 1.82668 -1.45114 0.145 -0.024 -0.130 -0.093
N 0.32778 1.43600 -2.16807 -0.831 1.019 -0.088 0.085
N 1.11803 0.43622 -1.67125 2.031 -2.165 1.131 0.011
C 2.14228 0.23996 -2.52685 -0.834 0.030 0.866 -0.160
C 1.99418 1.14058 -3.58669 0.357 0.120 -0.591 -0.971
C 0.84939 1.87787 -3.32485 -0.714 -0.083 0.919 0.021
Sn 0.83398 -0.50570 0.40167 -3.130 0.526 0.911 1.027
N -1.81175 0.49202 -1.34649 -1.925 1.172 -1.380 0.075
N -1.31898 -0.56621 -0.62496 0.177 -3.212 1.346 0.160
C -2.24057 -1.53867 -0.63012 2.481 0.987 0.934 -0.229
C -3.34079 -1.09617 -1.37925 -1.190 -0.317 -0.397 -0.701
C -3.03620 0.18809 -1.80994 1.695 2.000 -0.119 -0.026
H -2.10641 -2.46948 -0.09956 0.043 -0.085 -0.012 0.584
H -3.57696 0.91461 -2.40339 -0.214 -0.170 -0.004 0.529
H -4.24158 -1.63556 -1.57822 -0.516 -0.340 -0.133 0.502
H -1.60330 2.66297 -2.05134 0.208 -0.209 0.253 0.104
H 0.35756 2.68491 -3.84898 0.104 -0.020 -0.222 0.534
H -1.62345 4.10515 0.11236 -0.072 0.133 0.298 0.523
H 2.64073 1.24556 -4.43676 0.226 0.024 -0.250 0.474
H -0.95785 3.91356 2.80163 -0.068 0.321 0.313 0.492
H 2.90677 -0.50935 -2.36051 -0.039 0.132 -0.057 0.501
H 0.32842 1.50610 3.01889 0.064 0.104 -0.013 0.634
H 1.85013 -2.65554 -0.10248 -0.112 -0.291 -0.059 0.380
C 2.76619 -2.24683 0.35593 0.092 -0.239 -0.996 -0.824
H 3.53175 -2.16645 -0.42941 -0.190 0.180 0.281 0.405
H 2.67004 -1.24068 0.84987 0.857 0.112 0.464 0.388
H 3.06249 -2.94798 1.15002 -0.224 0.356 0.172 0.344
Cl -1.36760 -3.34713 4.17489 0.720 0.257 -0.317 -0.035
C 0.29998 -2.84372 3.82709 -0.699 -0.567 0.915 0.087
Cl 1.34609 -4.16742 3.24873 -0.346 0.562 -0.001 -0.034
C 0.35891 -1.76167 2.75498 0.804 0.473 0.413 0.538
O 1.11835 -0.76784 2.94088 -0.803 -0.886 -2.247 -0.527
O -0.28521 -1.95180 1.65213 1.491 1.133 -1.170 -0.360
H 0.72809 -2.43406 4.74160 0.031 -0.103 -0.090 0.384
```
Positions in Å, forces in eV/Å.

***

(3)
C12H15BCl2N6O2V as an isolated structure in a non-equilibrium geometry, computed with ωB97M-V/def2-TZVPD.

Its expectation value of S² is 0.779. The HOMO energy (alpha / beta) comes out at -15.827 / -15.847 eV. Its spin multiplicity is 2. For the energy relative to the best compared isomer or geometry (same formula, charge and spin), the calculation gives 241.59 kJ/mol. The total charge is +2. Its frontier orbital gap (alpha / beta) is 5.19 / 6.00 eV. The LUMO energy (alpha / beta) is -10.63 / -9.85 eV. The calculation puts the total energy at -2833.90366 Eh.

The geometry in XYZ format:
```
39
Properties=species:S:1:pos:R:3:forces:R:3:mulliken_charge:R:1
H 0.68376 2.93410 1.24095 0.186 0.159 0.111 0.289
N 0.44851 1.51089 -0.28599 -0.105 -0.469 -0.765 0.423
B 0.08070 0.24916 -2.46842 -0.745 0.318 -0.131 0.105
N 0.46764 1.54915 -1.68414 0.124 -0.109 0.913 -0.188
C 0.78692 2.79405 -2.04012 -0.072 -0.331 0.298 -0.081
V 0.20238 -0.14893 0.66322 1.542 2.241 0.495 0.210
H 0.88121 3.08605 -3.06530 -0.011 -0.067 -0.376 0.513
C 0.96380 3.57846 -0.90707 -0.113 -0.040 0.985 -1.049
H 1.23414 4.61250 -0.83773 0.028 0.215 -0.202 0.455
C 0.71793 2.75527 0.17965 -0.032 0.035 -0.838 -0.077
H 0.10092 0.39958 -3.67772 0.134 -0.154 0.777 0.021
C -0.84554 -1.74095 1.54315 -2.236 -1.517 2.128 -1.068
H -0.72411 -1.63805 2.63152 -0.377 -0.087 -0.222 0.486
H -0.20259 -2.68078 1.26628 -0.578 2.440 -0.653 0.358
H -1.84750 -2.12772 1.29290 0.165 -0.609 0.691 0.534
N -1.37525 -0.12080 -1.96905 -0.491 -0.250 0.780 -0.308
N 1.02667 -0.88836 -1.96282 0.595 -0.613 0.560 -0.001
N -1.62072 -0.27447 -0.61847 1.725 0.381 0.119 0.303
N 1.07348 -1.20338 -0.58991 0.595 0.400 -1.529 0.391
C -2.52058 -0.40972 -2.61281 0.082 0.342 1.145 -0.067
C 1.90542 -1.67882 -2.59344 -0.598 0.584 1.135 0.035
H -2.59559 -0.35578 -3.66214 0.080 0.002 -1.000 0.528
H 2.03991 -1.61938 -3.64996 -0.028 0.057 -0.498 0.523
C -3.51898 -0.70075 -1.68931 0.057 0.090 0.490 -1.094
C 2.56222 -2.49695 -1.66450 -0.392 0.146 1.559 -1.092
C -2.91968 -0.61010 -0.43741 0.510 -0.241 -1.055 -0.187
C 2.02357 -2.17073 -0.41954 0.091 -0.027 -1.519 -0.189
H -4.55403 -0.92851 -1.86736 -0.015 -0.062 -0.187 0.434
H 3.33189 -3.22267 -1.83370 0.116 -0.131 -0.200 0.455
H -3.31543 -0.86599 0.54106 -0.095 0.370 -0.263 0.644
H 2.20331 -2.52650 0.57675 0.335 -0.251 0.122 0.556
H -1.37070 -0.70751 1.19297 0.872 -2.138 0.516 0.786
Cl 0.14274 2.80823 4.07634 -0.130 -0.573 -0.048 -0.136
C 0.33041 1.10825 4.62974 0.016 0.253 -1.484 0.109
Cl -1.21006 0.25481 4.79285 -0.064 0.138 -0.079 -0.123
C 1.24968 0.28196 3.66347 2.484 0.131 4.348 0.259
O 2.16618 -0.23288 4.30354 -1.582 0.200 -2.277 -0.480
O 1.14925 0.27009 2.36149 -1.915 -0.630 -3.815 -0.680
H 0.84814 1.15716 5.58104 -0.157 -0.202 -0.031 0.404
```
Positions in Å, forces in eV/Å.

***

(4)
C12H15CdNO3 as an isolated structure in a non-equilibrium geometry, computed with ωB97M-V/def2-TZVPD.

The HOMO energy comes out at -15.285 eV. The total charge is +2. Its frontier orbital gap is 3.53 eV. The LUMO energy is -11.76 eV. The calculation puts the total energy at -913.75513 Eh.

The geometry in XYZ format:
```
32
Properties=species:S:1:pos:R:3:forces:R:3:mulliken_charge:R:1
N -1.37470 1.36131 -1.08072 -0.116 -0.556 0.659 -0.394
C -2.20277 0.40375 -1.82970 0.857 0.655 0.006 -1.089
C -1.64723 -1.00223 -1.76960 -0.666 0.387 0.760 0.165
O -0.53893 -1.15144 -2.65750 -0.158 -0.144 0.085 -0.355
C 0.59032 -1.36926 -1.97491 -0.781 0.183 0.015 0.524
O 1.67038 -1.36230 -2.42425 1.499 -0.019 -0.416 -0.481
O 0.34566 -1.55527 -0.64214 -0.374 0.576 0.083 -0.364
C -1.07440 -1.55503 -0.45864 -1.026 -1.438 -0.134 -0.087
C -1.57216 -1.08847 0.90435 0.330 0.151 0.077 -0.959
C -0.40416 -0.92398 1.88027 -0.026 0.426 0.240 -1.146
C 0.59847 0.08797 1.41338 0.296 0.250 0.391 1.879
C 1.90426 -0.34736 1.03577 0.587 -0.097 1.161 -1.506
C 2.91025 0.58642 0.55737 -0.108 0.312 0.457 -0.251
C 2.58419 1.93583 0.48577 0.345 -0.664 -0.118 -0.658
C 1.29795 2.34153 0.84018 0.521 0.053 -0.154 -0.400
C 0.33031 1.44586 1.29466 -0.213 -0.388 0.128 -0.437
H -1.71080 2.30674 -1.18801 0.119 0.106 -0.206 0.272
H -0.40606 1.29206 -1.35709 -0.003 0.318 -0.439 0.143
H -3.21373 0.40802 -1.43717 -0.144 0.033 0.098 0.469
H -2.22547 0.71017 -2.87505 -0.361 -0.312 -0.229 0.442
H -2.48373 -1.65975 -1.98861 0.214 -0.204 -0.829 0.404
H -1.35758 -2.60857 -0.50142 0.258 -0.174 0.045 0.636
H -2.18068 -0.19155 0.86665 0.161 0.280 -0.178 0.488
H -2.21401 -1.86133 1.31429 -0.083 -0.109 0.044 0.468
H -0.80309 -0.59428 2.83942 -0.082 -0.006 0.089 0.430
H 0.10226 -1.87172 2.05304 -0.043 -0.172 -0.074 0.425
H 2.13061 -1.40933 1.04358 -0.263 -0.151 -0.684 0.473
H 3.86240 0.17829 0.24181 0.069 0.138 -0.356 0.657
H 3.32617 2.63385 0.13213 -0.031 0.179 -0.056 0.510
H 1.07003 3.39370 0.75270 -0.187 0.088 0.052 0.467
H -0.64367 1.82928 1.55612 -0.109 -0.067 0.009 0.384
Cd 3.32992 -0.36291 2.97333 -0.481 0.365 -0.525 0.892
```
Positions in Å, forces in eV/Å.

***

(5)
A 2-piece molecular cluster, C12H15ClFN2O3 overall in a non-equilibrium geometry, computed with ωB97M-V/def2-TZVPD.

The HOMO energy comes out at -1.947 eV. The total charge is -1. Its frontier orbital gap is 3.21 eV. The LUMO energy is 1.27 eV. The calculation puts the total energy at -1361.35882 Eh.

The geometry in XYZ format:
```
34
Properties=species:S:1:pos:R:3:forces:R:3:mulliken_charge:R:1
O -1.82901 0.80698 1.56916 4.896 0.238 -0.688 -0.529
C -0.62566 0.77655 1.26173 -1.736 -0.458 0.092 0.136
N 0.38835 1.86509 1.21586 -0.889 -1.346 0.211 -0.300
C 1.40733 1.58012 0.16128 0.493 0.895 -1.835 0.152
C 2.96058 1.63865 0.51762 3.022 0.425 2.012 0.334
C 3.46538 2.58617 1.66858 2.970 -2.506 -2.253 -0.419
C 5.01444 2.57539 1.93369 -2.405 -2.370 -2.924 -0.409
C 5.87076 1.61800 1.07205 -1.797 0.864 0.519 -0.148
N 5.43244 0.74169 0.03635 -3.081 3.090 2.445 -0.529
C 4.03009 0.79310 -0.21624 -0.541 1.331 1.478 -0.235
C 0.87629 0.25962 -0.57564 -0.521 -0.334 2.236 -0.170
F -0.28506 0.65034 -1.31910 1.995 -0.730 0.719 -0.284
C 0.26623 -0.48758 0.73161 -0.886 1.116 -0.303 0.502
O 1.18198 -0.63595 1.85807 -0.679 -1.214 -1.506 -0.465
Cl -0.60205 -2.01959 0.24634 0.745 1.508 0.723 -0.119
H 0.71951 2.20577 2.12548 -0.350 -0.303 -0.668 0.288
H 1.22567 2.41293 -0.60664 0.538 -1.111 0.845 0.358
H 2.76334 3.24954 2.28185 1.162 -1.110 -1.078 0.260
H 5.49523 3.22982 2.72689 -0.746 -1.025 -1.227 0.311
H 7.00311 1.62134 1.29031 -2.025 -0.152 -0.498 0.291
H 3.64209 0.12371 -1.07077 0.931 1.135 1.551 0.161
H 1.58925 -0.39837 -1.16852 -1.070 1.202 0.589 0.400
H 1.18586 -1.58526 2.12021 -0.064 0.875 -0.437 0.383
C -5.33474 -2.96418 -0.92143 0.451 -0.096 0.932 -1.236
C -4.46551 -2.54506 -2.12428 -1.909 1.197 -0.213 0.645
C -4.08205 -1.05899 -1.97121 0.701 0.232 0.763 -0.996
O -5.19983 -2.67478 -3.23375 0.305 -0.760 -0.963 -0.942
H -6.25601 -2.37475 -0.84912 0.128 0.039 -0.282 0.301
H -5.61473 -4.02165 -0.98162 0.053 0.090 -0.196 0.309
H -4.78296 -2.82506 0.02045 -0.016 -0.048 0.230 0.257
H -3.51700 -3.11464 -2.02631 0.414 -0.399 -0.218 0.003
H -4.95962 -0.40347 -1.93408 -0.088 -0.285 -0.105 0.345
H -3.44653 -0.72394 -2.79837 -0.117 -0.181 -0.044 0.255
H -3.51718 -0.90153 -1.04042 0.118 0.188 0.095 0.090
```
Positions in Å, forces in eV/Å.

***

(6)
C12H15ClN2O3SW as an isolated structure, computed with ωB97M-V/def2-TZVPD.

Its expectation value of S² is 2.019. The HOMO energy (alpha / beta) comes out at -15.331 / -15.485 eV. Its spin multiplicity is 3. The total charge is +2. Its frontier orbital gap (alpha / beta) is 6.72 / 6.88 eV. The LUMO energy (alpha / beta) is -8.61 / -8.60 eV. The calculation puts the total energy at -1726.43620 Eh.

The geometry in XYZ format:
```
35
Properties=species:S:1:pos:R:3:forces:R:3:mulliken_charge:R:1
W -1.08309 -1.13354 0.89610 0.734 -0.268 0.175 1.042
C -0.75509 5.78766 1.19705 0.248 -0.080 -0.005 -0.804
O 0.59283 5.24903 1.17348 -0.174 0.081 0.000 -0.365
C 0.78963 3.96516 1.10373 -0.049 0.197 0.021 0.863
C 2.17039 3.57948 1.10144 -0.113 -0.047 -0.006 -0.923
C 2.49546 2.27756 1.04199 -0.049 -0.143 -0.013 -0.978
C 1.47629 1.25299 0.97568 0.226 0.436 0.002 -0.168
C 1.79832 -0.07055 0.92161 -0.332 -0.623 -0.022 1.282
C 3.13674 -0.70262 0.94408 0.094 0.102 -0.002 -1.241
O 0.81061 -0.98360 0.86418 0.364 0.024 0.029 -0.350
C 0.10142 1.69209 0.98094 -0.391 -0.466 0.003 0.930
O -0.88036 0.79420 0.94032 0.190 0.242 0.095 -0.540
C -0.24160 3.01631 1.04170 0.221 0.201 0.013 -0.538
H -0.62357 6.86010 1.25796 -0.019 0.036 0.002 0.246
H -1.27851 5.41871 2.07615 -0.039 0.001 0.012 0.366
H -1.27039 5.51966 0.27752 -0.039 0.003 -0.012 0.362
H 2.91735 4.35902 1.15260 -0.028 0.012 0.000 0.509
H 3.53738 1.99411 1.04419 -0.021 -0.024 -0.005 0.303
H 3.95243 0.00970 0.97738 0.006 -0.017 -0.001 0.381
H 3.24705 -1.33396 0.06102 -0.001 0.004 -0.010 0.333
H 3.19660 -1.35625 1.81694 0.001 0.000 0.004 0.350
H -1.28420 3.29211 1.05149 -0.001 0.002 -0.003 0.538
Cl -3.25282 -1.01200 0.62177 -0.792 0.059 -0.161 -0.225
S -0.95459 -3.58005 0.95886 -0.016 0.438 -0.055 -0.262
C -1.35613 -3.79778 -0.72852 0.040 -0.011 -0.209 0.190
N -0.48736 -3.66759 -1.72660 -0.045 -0.083 0.019 -0.113
C -1.07646 -4.13778 -3.00089 0.000 0.032 0.098 -0.447
C -2.57822 -4.20286 -2.65214 0.066 -0.021 0.109 -0.421
N -2.54659 -4.11295 -1.18024 -0.063 -0.134 0.085 -0.044
H 0.50195 -3.68756 -1.53649 0.049 0.043 -0.067 0.267
H -0.66384 -5.11266 -3.25353 -0.014 -0.031 -0.015 0.308
H -0.86840 -3.43920 -3.80479 0.020 0.015 -0.013 0.306
H -3.04821 -5.12898 -2.96839 -0.002 -0.019 -0.020 0.324
H -3.13660 -3.36027 -3.05531 -0.007 0.024 -0.020 0.283
H -3.33843 -4.24769 -0.57127 -0.063 0.017 -0.030 0.236
```
Positions in Å, forces in eV/Å.